The following is a DFT calculation (ωB97M-V/def2-TZVPD) of an isolated molecule of C23H33N3O5S in a non-equilibrium geometry.

Summary:
ΔE to the lowest compared entry with this formula, charge and spin = 507.3 kJ/mol
Highest occupied orbital energy = -0.284 Ha
E = -49925.9330 eV
Charge = 0
Lowest unoccupied orbital energy = -1.1 eV

```
65
Properties=species:S:1:pos:R:3:forces:R:3
C -1.915 -1.732 3.485 0.24 -0.10 -0.19
C -0.398 -1.879 3.401 -0.01 0.29 0.29
C 0.176 -2.333 4.740 0.01 -0.14 -0.37
C 0.213 -0.538 2.978 -0.23 -0.20 -0.33
N 1.662 -0.534 2.937 0.19 -0.07 0.17
C 2.228 0.803 2.987 -0.29 0.10 0.37
C 2.318 1.335 4.426 0.34 -0.02 -0.19
C 2.819 2.776 4.412 -0.24 -0.23 0.05
C 3.235 0.447 5.261 -0.31 0.11 -0.04
C 2.319 -1.433 2.023 0.05 0.20 -0.38
C 2.313 -1.041 0.519 -0.16 -0.08 0.56
O 3.396 -1.659 -0.154 0.21 -0.18 -0.28
C 1.039 -1.506 -0.191 0.37 0.21 0.68
N 0.735 -0.629 -1.304 -0.23 0.93 0.10
C 0.093 -1.120 -2.445 -0.20 -0.28 -0.94
C 0.311 -0.468 -3.657 0.06 -0.25 -0.07
C -0.334 -0.894 -4.802 -0.05 0.01 -0.02
C -1.193 -1.981 -4.758 -0.03 -0.01 -0.06
C -1.397 -2.641 -3.559 -0.03 -0.05 -0.04
C -0.766 -2.216 -2.404 0.11 0.15 0.17
S 0.470 0.999 -1.027 0.33 0.32 0.11
O 0.390 1.289 0.374 -0.16 -0.26 -0.07
O 1.452 1.742 -1.762 -0.10 -0.07 -0.35
C -1.121 1.434 -1.795 0.27 -0.20 0.42
C -1.054 2.257 -2.906 0.03 0.07 -0.04
C -2.204 2.755 -3.495 -0.10 -0.06 0.16
C -3.446 2.461 -2.949 0.20 0.04 -0.11
C -3.528 1.674 -1.820 0.19 -0.27 0.36
C -2.368 1.154 -1.245 -0.17 0.85 -1.21
N -2.522 0.318 -0.097 -0.19 -0.95 1.10
O -3.554 0.406 0.542 0.22 0.02 -0.09
O -1.617 -0.460 0.164 -0.69 0.18 -0.27
H -2.319 -1.397 2.534 -0.14 0.06 -0.09
H -2.376 -2.684 3.739 -0.10 -0.08 0.06
H -2.186 -1.005 4.247 -0.05 0.10 0.13
H -0.175 -2.640 2.646 0.01 0.00 -0.04
H -0.256 -3.287 5.036 -0.05 -0.10 0.09
H 1.255 -2.444 4.673 0.12 -0.01 0.09
H -0.047 -1.601 5.513 -0.02 0.13 0.14
H -0.223 -0.216 2.018 -0.02 -0.02 0.34
H -0.078 0.208 3.721 -0.10 0.01 0.03
H 1.640 1.495 2.369 0.17 0.06 0.01
H 3.242 0.768 2.581 0.08 0.05 -0.06
H 1.320 1.319 4.873 -0.04 -0.01 -0.03
H 3.813 2.829 3.974 0.16 0.03 -0.06
H 2.153 3.407 3.828 -0.04 0.15 -0.07
H 2.870 3.171 5.425 0.04 0.10 0.08
H 2.886 -0.581 5.226 0.02 -0.14 0.03
H 4.252 0.482 4.876 0.18 0.01 -0.05
H 3.249 0.777 6.297 0.06 0.01 0.14
H 1.889 -2.430 2.126 0.07 -0.13 0.01
H 3.369 -1.498 2.335 -0.04 -0.08 -0.10
H 2.388 0.048 0.429 0.09 -0.16 0.15
H 4.218 -1.225 0.097 -0.07 0.00 0.01
H 1.242 -2.498 -0.602 -0.08 0.09 0.00
H 0.203 -1.557 0.505 0.10 -0.13 0.02
H 1.004 0.357 -3.681 0.11 0.05 -0.08
H -0.156 -0.383 -5.737 0.03 0.05 -0.08
H -1.693 -2.315 -5.654 -0.04 -0.03 -0.08
H -2.062 -3.492 -3.518 -0.05 -0.07 0.01
H -0.948 -2.721 -1.469 -0.03 -0.07 0.12
H -0.077 2.511 -3.284 0.05 0.03 -0.09
H -2.130 3.380 -4.371 0.03 0.06 -0.07
H -4.345 2.854 -3.398 -0.08 0.01 -0.03
H -4.477 1.440 -1.360 -0.01 0.00 -0.01
```
Positions in Å, forces in eV/Å.